Density functional theory data (wB97M-V/def2-TZVPD) for a molecular structure, C10H13AgBrO3.

```
28
Properties=species:S:1:pos:R:3:lowdin_charge:R:1
C -1.70693 1.84099 1.10798 -0.094
C -0.22708 2.18594 1.25129 -0.208
C 0.66929 1.81631 0.03254 -0.097
C 0.05432 0.90089 -0.96666 -0.070
C -0.25828 -0.40265 -0.89815 -0.076
C -0.08985 -1.35185 0.24253 -0.111
C 1.34608 -1.93201 0.31317 -0.263
C 1.78823 -2.09118 1.76620 -0.643
Br 3.15874 -3.43229 1.96161 0.668
C -0.77242 -0.78374 -2.22616 -0.387
O -1.31911 -1.81445 -2.55856 0.025
O -0.56407 0.19569 -3.11910 0.154
C -0.36254 1.36640 -2.32090 -0.326
O -0.65039 2.43715 -2.71563 0.237
H -1.90533 0.76903 1.18698 0.064
H -2.10451 2.21058 0.15943 0.082
H -2.26846 2.31737 1.91317 0.083
H -0.15462 3.26759 1.37652 0.111
H 0.19750 1.75150 2.15809 0.107
H 1.60846 1.36293 0.36321 0.128
H 0.94679 2.73480 -0.48721 0.126
H -0.80370 -2.17130 0.14294 0.130
H -0.32278 -0.81936 1.16872 0.113
H 1.35203 -2.92428 -0.14112 0.097
H 2.05003 -1.30437 -0.23544 0.116
H 2.17390 -1.15932 2.17768 0.062
H 0.95246 -2.40665 2.39068 0.062
Ag -2.78776 -2.56372 -4.04380 0.908
```

Molecular weight: 368.98 g mol⁻¹
ΔE to the lowest compared entry with this formula, charge and spin: 0.0 kJ/mol
Net charge: +1